# 1
C27H45AsFGe2N2O4RuS2 as an isolated structure. Source: the Open Molecules 2025 dataset; level of theory: ωB97M-V/def2-TZVPD.

Geometry as XYZ:
```
85
C27H45AsFGe2N2O4RuS2 (ωB97M-V/def2-TZVPD)
Ru -0.2418 -0.6550 0.1150
C -1.5334 2.6793 -3.2041
C -1.4390 1.3699 -2.4102
Ge -0.6094 1.6804 -0.6581
C -1.6458 2.5524 0.7530
C -1.8763 4.0389 0.4419
C 0.9689 2.7592 -1.0285
C 2.1871 2.1947 -0.7950
Ge 1.9676 0.4410 0.0381
C 2.3665 0.5048 1.9552
C 3.7875 0.9419 2.3311
C 2.3137 -1.0549 -1.2112
C 3.7599 -1.0030 -1.7321
C 3.4700 2.8041 -1.0982
C 4.6765 2.1447 -0.7721
C 5.8966 2.7198 -1.0417
C 5.9422 3.9738 -1.6578
C 4.7629 4.6413 -2.0026
C 3.5436 4.0678 -1.7314
H -2.0247 2.4869 -4.1596
H -0.5491 3.0941 -3.4258
H -2.1158 3.4430 -2.6860
H -0.8404 0.6222 -2.9304
H -2.4165 0.9323 -2.2362
H -1.0879 2.4155 1.6811
H -2.5798 2.0019 0.8406
H -0.9388 4.5858 0.3277
H -2.4287 4.5086 1.2563
H -2.4674 4.1793 -0.4643
H 0.8836 3.7646 -1.4408
H 2.1024 -0.4599 2.3718
H 1.6349 1.2174 2.3435
H 4.5515 0.2624 1.9436
H 3.8838 0.9618 3.4177
H 4.0175 1.9437 1.9687
H 1.6021 -0.9322 -2.0294
H 2.0864 -2.0078 -0.7393
H 3.9794 -0.0604 -2.2324
H 3.8947 -1.8048 -2.4585
H 4.4952 -1.1411 -0.9365
H 4.6449 1.1716 -0.3010
H 6.8131 2.2080 -0.7809
H 6.9001 4.4293 -1.8758
H 4.8086 5.6098 -2.4824
H 2.6395 4.5934 -2.0094
C 2.9243 -2.7841 3.5429
As 1.7847 -3.6028 2.2413
C 2.8936 -4.2324 0.8125
C 1.0392 -5.1493 3.0769
S 0.0743 -2.4039 1.6984
H 3.5457 -3.5734 3.9656
H 2.3072 -2.3430 4.3221
H 3.5560 -2.0285 3.0848
H 3.4903 -5.0539 1.2086
H 3.5531 -3.4431 0.4609
H 2.2645 -4.5935 0.0027
H 1.8552 -5.7364 3.4970
H 0.5025 -5.7358 2.3351
H 0.3600 -4.8326 3.8648
F -5.4025 2.9024 -0.0943
C -5.1543 1.9528 -0.9936
C -4.8019 0.7279 -0.6241
N -4.5141 -0.2661 -1.5579
C -3.8751 -1.5043 -1.1361
C -2.4783 -1.2023 -0.6685
O -1.4314 -1.5923 -1.2840
O -2.2797 -0.4735 0.3607
C -4.6534 -0.0497 -2.9289
O -4.3972 -0.8922 -3.7550
N -5.0672 1.2250 -3.2540
C -5.2897 2.3178 -2.4051
O -5.5434 3.4129 -2.8290
H -4.7111 0.4598 0.4194
H -3.8341 -2.1691 -1.9931
H -4.4284 -1.9675 -0.3183
H -5.1951 1.3980 -4.2425
C -5.0675 -2.8066 2.9508
S -3.2872 -2.8517 2.6415
C -3.1008 -4.6273 2.3692
H -5.3101 -3.2958 3.8924
H -5.6119 -3.2896 2.1400
H -5.3659 -1.7615 3.0131
H -3.6869 -4.9540 1.5107
H -3.4024 -5.1900 3.2516
H -2.0468 -4.8170 2.1677
```

Computed properties:
- highest occupied orbital energy (spin up / spin down) (eV) = -12.57 / -12.57
- lowest unoccupied orbital energy (spin up / spin down) (eV) = -6.907 / -9.484
- maximum force (eV Å⁻¹) = 1.78
- expectation value of S² = 1.217
- net charge = +2
- multiplicity = 2

---

# 2
C27H45Cl2N2OPTb as an isolated structure. Source: the Open Molecules 2025 dataset; level of theory: ωB97M-V/def2-TZVPD.

Geometry as XYZ:
```
79
C27H45Cl2N2OPTb (ωB97M-V/def2-TZVPD)
P -0.2111 1.1358 -1.4626
C -1.8735 0.4530 -1.8000
C -2.5138 1.0839 -3.0420
C -3.9553 0.5667 -3.2251
C -4.0268 -0.9597 -3.2288
C -3.3526 -1.5833 -2.0025
C -1.9141 -1.0915 -1.8032
C 1.2463 0.3599 -2.2181
C 1.2244 0.5312 -3.7336
C 2.5667 0.0337 -4.3030
C 2.8785 -1.4058 -3.8865
C 2.7601 -1.6411 -2.3715
C 1.4564 -1.1057 -1.7726
C -0.1267 2.9614 -1.3127
C -1.2833 3.4717 -0.4183
C -1.1851 4.9842 -0.1739
C 0.1820 5.4580 0.3299
C 1.3316 4.8988 -0.5128
C 1.2397 3.3826 -0.7203
H -2.4467 0.7778 -0.9025
H -1.9231 0.8264 -3.9340
H -2.5082 2.1825 -2.9548
H -4.3689 0.9659 -4.1573
H -4.5765 0.9579 -2.4092
H -5.0704 -1.2883 -3.2850
H -3.5187 -1.3217 -4.1294
H -3.9292 -1.3283 -1.1048
H -3.3545 -2.6748 -2.0904
H -1.5193 -1.4773 -0.8503
H -1.2876 -1.4892 -2.6162
H 2.1027 0.9400 -1.8167
H 3.3619 0.6932 -3.9322
H 1.0521 1.5871 -3.9933
H 0.3992 -0.0532 -4.1687
H 2.5610 0.1213 -5.3943
H 3.8887 -1.6753 -4.2212
H 2.1785 -2.0736 -4.4040
H 2.8517 -2.7115 -2.1539
H 3.5971 -1.1393 -1.8696
H 1.4885 -1.1657 -0.6742
H 0.6205 -1.7355 -2.1058
H -0.2456 3.3158 -2.3611
H -2.2561 3.2372 -0.8772
H -1.2499 2.9313 0.5416
H -1.3996 5.4857 -1.1260
H -1.9748 5.2763 0.5245
H 0.3178 5.1488 1.3717
H 0.2128 6.5518 0.3093
H 2.2967 5.1302 -0.0515
H 1.3242 5.3836 -1.4976
H 2.0587 3.0446 -1.3699
H 1.3632 2.8758 0.2502
Tb -0.0292 -0.4721 3.2686
Cl 1.9544 0.6702 2.2815
Cl -1.9444 0.9763 2.6108
C -0.5867 -2.1920 1.8062
H -1.5509 -2.2514 1.2783
C 0.2374 -3.3155 1.6148
C 1.6890 -3.2050 1.7305
C 2.4852 -4.3442 1.6867
C 1.8975 -5.6162 1.5194
C 0.5020 -5.7489 1.3620
C -0.3128 -4.6266 1.3673
H 2.1354 -2.2033 1.8185
H 3.5694 -4.2593 1.7759
H 0.0595 -6.7401 1.2267
H -1.3921 -4.7034 1.2219
H 2.5280 -6.5063 1.5026
C -1.1810 -0.7840 7.5086
N 0.2298 -0.3932 7.5145
C 0.9916 -0.3849 6.4301
N 2.2603 0.0798 6.4752
O 0.5269 -0.8154 5.3047
H -1.6266 -0.6422 6.5194
H -1.6994 -0.1503 8.2299
H -1.2913 -1.8407 7.7775
H 0.6520 -0.0244 8.3625
H 2.7825 0.1435 5.6099
H 2.6233 0.5165 7.3082
```

Computed properties:
- highest occupied orbital energy (spin up / spin down) (eV) = -1.42 / -1.58
- lowest unoccupied orbital energy (spin up / spin down) (eV) = 1.705 / 1.702
- maximum force (eV Å⁻¹) = 4.58
- expectation value of S² = 12.616
- net charge = -1
- multiplicity = 7

---

# 3
C27H45FMnN4O2Sb2Te as an isolated structure. Source: the Open Molecules 2025 dataset; level of theory: ωB97M-V/def2-TZVPD.

Geometry as XYZ:
```
83
C27H45FMnN4O2Sb2Te (ωB97M-V/def2-TZVPD)
Mn 1.0338 -0.2098 -0.2037
C -2.0122 4.0224 2.5645
Sb -1.3901 2.0869 1.8831
C 0.2400 1.9453 3.2591
C -2.8912 1.0056 3.0836
C -2.3250 0.3062 4.2915
C -2.2290 1.0014 5.4998
C -1.6505 0.4388 6.6272
C -1.1618 -0.8597 6.5701
C -1.2811 -1.5761 5.3893
C -1.8600 -1.0178 4.2456
C -1.9941 -1.8626 3.0039
Sb -0.3532 -1.7095 1.6044
C -0.9187 -3.4088 0.4480
C 1.1141 -2.6596 2.8229
H -2.1238 3.9992 3.6521
H -2.9664 4.2949 2.1046
H -1.2617 4.7703 2.2957
H -0.0819 2.2757 4.2466
H 1.0581 2.5668 2.8908
H 0.5999 0.9167 3.3239
H -3.4184 0.3299 2.4119
H -3.5875 1.7912 3.3837
H -2.6187 2.0133 5.5475
H -1.5863 1.0089 7.5484
H -0.7088 -1.3174 7.4425
H -0.9379 -2.6077 5.3524
H -2.8999 -1.6352 2.4365
H -1.9959 -2.9295 3.2372
H -1.0288 -4.2753 1.1012
H -0.1559 -3.5967 -0.3044
H -1.8645 -3.2055 -0.0565
H 0.6634 -3.5340 3.2894
H 1.4609 -1.9690 3.5910
H 1.9617 -2.9640 2.2119
N 0.3476 1.5322 -1.4604
C -0.8282 1.0925 -2.2240
C -1.1170 1.8918 -3.4903
C 0.0726 2.1225 -4.4247
C 0.8208 0.8619 -4.8414
N -0.0436 -0.1389 -5.4746
C -0.3017 -0.2414 -6.7573
N 0.3203 0.5323 -7.6531
N -1.2096 -1.1347 -7.1825
C -0.7140 -0.4159 -2.4494
O -1.3285 -0.9553 -3.3584
O 0.0319 -1.0508 -1.5992
H 0.1344 2.3216 -0.8675
H 1.0932 1.8123 -2.0811
H -1.6874 1.1920 -1.5624
H -1.5015 2.8708 -3.2047
H -1.9204 1.3811 -4.0185
H 0.7982 2.8042 -3.9668
H -0.2984 2.6370 -5.3171
H 1.2795 0.3663 -3.9872
H 1.6491 1.1135 -5.5005
H -0.6483 -0.6290 -4.8233
H 1.0329 1.1767 -7.3662
H 0.2072 0.3726 -8.6370
H -1.6793 -1.7255 -6.5191
H -1.3886 -1.2832 -8.1572
C 4.5735 0.1833 -6.5947
C 4.1197 -0.2327 -5.2157
C 4.4003 0.5449 -4.1012
C 4.0478 0.1518 -2.8059
C 4.4480 1.0489 -1.6555
C 3.3689 -1.0698 -2.6405
Te 3.0163 -1.8870 -0.7137
C 3.0296 -1.8524 -3.7621
C 2.2558 -3.1516 -3.6417
C 3.4208 -1.4202 -5.0264
H 5.0216 1.1776 -6.5845
H 3.7423 0.1912 -7.3060
H 5.3180 -0.5151 -6.9817
H 4.9430 1.4797 -4.2308
H 4.7938 2.0152 -2.0295
H 5.2569 0.5986 -1.0746
H 3.6378 1.2232 -0.9550
H 1.3337 -3.0141 -3.0702
H 2.8325 -3.9137 -3.1161
H 2.0074 -3.5426 -4.6318
H 3.1820 -2.0415 -5.8883
F 1.8110 0.8561 0.9905
```

Computed properties:
- highest occupied orbital energy (spin up / spin down) (eV) = -9.67 / -9.92
- lowest unoccupied orbital energy (spin up / spin down) (eV) = -3.776 / -2.328
- maximum force (eV Å⁻¹) = 1.02
- expectation value of S² = 6.243
- net charge = +1
- multiplicity = 5
- ΔE to the lowest compared entry with this formula, charge and spin (eV) = 0.134

---

| no. | molecular weight (g mol⁻¹) |
| --- | --- |
| 1 | 866.0 |
| 2 | 674.5 |
| 3 | 902.7 |